(1)
This record from OMol25 describes a cluster of 4 separate species, C4H12N4O8 in total. The level of theory is wB97M-V/def2-TZVPD.

The energy above the lowest of the compared OMol25 structures with the same formula, charge and spin is 2.6 kcal/mol. The HOMO-LUMO gap is 10.94 eV. Its SMILES is C[N+](=O)[O-].C[N+](=O)[O-].C[N+](=O)[O-].C[N+](=O)[O-].

Positions of all 28 atoms, in Å:
C 2.4748 1.0068 0.2461
N 3.2785 1.5094 -0.8886
O 3.2992 2.7119 -1.0655
O 3.9287 0.6980 -1.5168
H 1.4217 1.1866 0.0524
H 2.7665 1.5321 1.1499
H 2.6077 -0.0659 0.3176
C -1.5165 3.5647 1.5398
N -2.2496 3.0688 0.3243
O -2.0855 1.9089 -0.0105
O -2.9803 3.8598 -0.2274
H -2.2965 3.7088 2.2795
H -0.9585 4.4447 1.2443
H -0.8288 2.7846 1.8500
C -2.2715 -1.1204 0.2093
N -0.8461 -0.7424 0.3604
O -0.1690 -0.6311 -0.6465
O -0.4259 -0.5839 1.4870
H -2.3147 -2.2012 0.1131
H -2.6577 -0.6195 -0.6720
H -2.7845 -0.7559 1.0909
C 0.9249 -3.4491 -1.6072
N 0.3345 -3.8306 -0.2986
O 1.0592 -3.8253 0.6710
O -0.8496 -4.1114 -0.2820
H 1.9715 -3.2220 -1.4506
H 0.3792 -2.5732 -1.9463
H 0.7883 -4.2532 -2.3237

Cartesian forces (eV/Å) of the 3 atoms listed first:
C -0.580 -0.399 0.194
N 0.576 0.150 0.296
O -0.187 -0.118 -0.124


(2)
This record from OMol25 describes a structure of composition C4H12N4P at a distorted geometry. The level of theory is wB97M-V/def2-TZVPD.

The energy above the lowest of the compared OMol25 structures with the same formula, charge and spin is 61.1 kcal/mol. The HOMO-LUMO gap is 9.12 eV. Its net charge is +1.

Positions of all 21 atoms, in Å:
C -1.3400 0.4620 -0.3072
C -0.7634 1.7020 0.1606
C 0.6361 1.5331 0.8872
C 0.0409 -0.9834 -0.0499
N -2.4585 0.2237 -0.7704
N 0.2083 -2.1018 -0.8988
N 1.8768 0.4707 -1.4372
N -0.1884 -1.5505 1.4267
P 1.5713 0.0695 0.2039
H -0.7472 2.1907 -0.8137
H -1.4536 2.1148 0.7448
H 1.3135 2.4875 0.9050
H 0.3537 1.4818 1.8992
H -2.8985 -0.6608 -1.0174
H 1.1452 -2.2633 -1.1678
H -0.5489 -2.2698 -1.5218
H 2.1295 1.4397 -1.6456
H 2.6348 -0.1239 -1.7138
H -1.1426 -1.7436 1.6286
H 0.2649 -0.8110 1.9209
H 0.0749 -2.5075 1.2373

Cartesian forces (eV/Å) of the 3 atoms listed first:
C 0.236 -5.128 -0.227
C 3.953 -1.025 -2.557
C -0.030 1.794 -2.200


(3)
This record from OMol25 describes a cluster of 2 separate species, C4H12N5S in total at a distorted geometry. The level of theory is wB97M-V/def2-TZVPD.

The energy above the lowest of the compared OMol25 structures with the same formula, charge and spin is 52.7 kcal/mol. The HOMO-LUMO gap is 8.86 eV. Its net charge is +1.

Positions of all 22 atoms, in Å:
C -0.1085 -1.6765 -0.4749
C 2.3566 -1.5565 -0.0329
C -1.7023 3.7139 0.2053
C 0.0752 2.3163 -0.9180
N -1.0760 -2.2544 0.2091
N -0.6161 -3.1037 1.2389
N 0.7430 -3.2725 0.8995
N 1.0518 -2.1860 -0.0455
N -0.7780 3.3248 -0.9010
S 0.2114 1.0338 0.1098
H -0.1806 -0.7678 -1.0236
H 2.6838 -1.5739 1.0924
H 3.0373 -2.0472 -0.7758
H 2.1435 -0.5576 -0.4015
H -2.6065 4.1883 -0.1834
H -2.1036 2.7600 0.6151
H -1.2734 4.3544 0.9575
H 0.7014 2.1801 -1.8103
H 0.7678 -4.1618 0.4252
H -2.0195 -2.0376 0.2118
H -0.6257 4.0011 -1.6199
H -0.6815 -2.6772 2.2221

Cartesian forces (eV/Å) of the 3 atoms listed first:
C 1.261 -1.718 2.352
C 0.602 -0.347 0.793
C -0.813 -1.839 -0.751


(4)
This record from OMol25 describes a cluster of 2 separate species, C4H12N6 in total at a distorted geometry. The level of theory is wB97M-V/def2-TZVPD.

The energy above the lowest of the compared OMol25 structures with the same formula, charge and spin is 38.4 kcal/mol. The HOMO-LUMO gap is 9.30 eV. Its SMILES is [H]/N=C(C)/C(N)=N\[H].C=NNN.

Positions of all 22 atoms, in Å:
H 1.4054 -1.4878 1.6447
N 0.7902 -0.6930 1.8149
C -0.0618 -0.4687 0.8554
C -0.9354 -1.5596 0.2653
C -0.8959 0.8425 1.1054
N -1.5151 0.8381 2.3215
N -1.0781 1.7658 0.2710
H -0.5916 1.6577 -0.6253
H -0.3667 -2.4810 0.1430
H -1.3355 -1.2239 -0.6920
H -1.7695 -1.7639 0.9312
H -1.0579 0.2893 3.0368
H -1.9026 1.7270 2.6020
C -0.1261 0.3926 -2.8575
N 0.5674 0.8181 -1.8968
N 1.2031 -0.1416 -0.8321
N 2.4063 0.3684 -0.2986
H -0.5208 1.0919 -3.5814
H -0.3928 -0.6589 -3.0140
H 1.3813 -1.0368 -1.2896
H 2.3085 0.3930 0.7185
H 2.4877 1.3307 -0.6224

Cartesian forces (eV/Å) of the 3 atoms listed first:
H -0.659 -0.600 0.212
N 0.714 1.062 -0.974
C -1.595 -0.365 3.223


(5)
This record from OMol25 describes a cluster of 2 separate species, C4H12N8 in total at a distorted geometry. The level of theory is wB97M-V/def2-TZVPD.

The energy above the lowest of the compared OMol25 structures with the same formula, charge and spin is 0.6 kcal/mol. The HOMO-LUMO gap is 9.01 eV. Its SMILES is [H]/N=C(\NC)NN.Nn1ccnn1.

Positions of all 24 atoms, in Å:
H -1.1392 -1.3924 3.6687
N -0.1994 -1.5890 3.3390
C 0.0085 -1.0165 2.2013
N -0.8754 -0.2163 1.5095
C -2.1932 0.0626 2.0618
N 1.2207 -1.1805 1.5752
N 2.2498 -1.9354 2.1089
H -0.7074 0.0374 0.5443
H -2.8073 -0.8409 2.1372
H -2.7030 0.7538 1.3735
H -2.1071 0.5165 3.0656
H 1.4195 -0.6758 0.7153
H 2.6344 -1.4270 2.8982
H 1.8278 -2.7824 2.5053
N -0.3431 1.9677 -4.4420
N 0.1099 1.4566 -3.2365
C 0.9967 0.4634 -3.0819
C 1.0496 0.2912 -1.7450
N 0.1838 1.1416 -1.1085
N -0.3494 1.8704 -2.0589
H -1.3629 1.9749 -4.4197
H -0.0425 2.9351 -4.4720
H 1.4670 -0.0083 -3.9354
H 1.6623 -0.4068 -1.2038

Cartesian forces (eV/Å) of the 3 atoms listed first:
H 0.100 -0.103 -0.019
N 0.076 0.238 -0.302
C -0.210 0.077 0.162


(6)
This record from OMol25 describes the ion C4H12NO with charge +1 at a distorted geometry. The level of theory is wB97M-V/def2-TZVPD.

The energy above the lowest of the compared OMol25 structures with the same formula, charge and spin is 54.9 kcal/mol. The HOMO-LUMO gap is 11.17 eV. Its SMILES is [NH3+]CCCCO. Its net charge is +1.

Positions of all 18 atoms, in Å:
N -0.5908 -1.3176 -1.0667
C -0.7871 -1.4967 0.4261
C 0.0308 -0.4134 1.1548
C -0.2059 1.0329 0.7484
C 0.8368 1.7093 -0.0872
O 0.9877 0.9371 -1.2838
H -1.5190 -1.5308 -1.4991
H 0.3669 -1.8115 -1.3115
H -0.3214 -0.4103 -1.3244
H -1.7868 -1.5997 0.7682
H -0.3147 -2.4426 0.5667
H 0.1967 -0.6935 2.2891
H 1.0393 -0.5225 0.6172
H -0.0052 1.7111 1.7124
H -1.2305 1.1005 0.4206
H 0.3066 2.6431 -0.4654
H 1.7321 1.7011 0.5160
H 1.2646 1.4035 -2.1813

Cartesian forces (eV/Å) of the 3 atoms listed first:
N 0.134 -2.451 0.492
C 1.880 0.837 0.522
C 3.053 -1.368 -0.136